No. 1
Here is a structure of composition C5H6CeO4 from OMol25. Energies are from ωB97M-V/def2-TZVPD.

Last column: natural (NBO) charge in e.
Element x y z (Å)
O: -1.045 -0.653 0.962  -0.809
C: 0.045 -0.176 0.563  0.982
O: 1.154 -0.591 0.981  -0.834
O: -0.006 0.813 -0.338  -0.526
C: 1.194 1.176 -0.996  -0.081
C: 0.889 2.273 -2.021  -0.310
Ce: 0.017 -2.484 2.715  1.904
H: 1.648 0.304 -1.481  0.222
H: 1.912 1.604 -0.284  0.243
H: 1.829 2.536 -2.535  0.314
H: 0.504 4.053 -0.852  0.280
C: -0.205 1.747 -2.995  0.955
C: 0.002 3.455 -1.624  -0.730
O: -0.840 1.261 -3.774  -0.222
H: 0.555 4.021 -2.515  0.304
H: -0.915 3.176 -1.093  0.308

Values from the calculation:
* energy above the lowest of the compared OMol25 structures with the same formula, charge and spin: 0.00 kcal per mole
* 2S+1: 3
* charge: +2
* molar mass: 270.2 g mol⁻¹
* expectation value of S²: 2.001
* E_LUMO (alpha / beta): -7.7 / -7.8 eV
* HOMO-LUMO gap (alpha / beta): 6.77 / 9.21 eV

---

No. 2
Here is a structure of composition C5H6Cl2HoO4STl from OMol25. Energies are from ωB97M-V/def2-TZVPD.

Last column: Löwdin spin population.
Element x y z (Å)
Ho: -3.448 -3.363 -2.942  2.088
Tl: -0.673 1.545 -0.065  0.270
Cl: -1.360 -4.473 -2.472  -0.078
Cl: -2.184 2.688 1.677  0.683
C: 0.564 4.526 0.019  0.008
C: -4.089 -4.975 -4.329  -0.004
C: -5.564 -2.532 -3.782  -0.006
O: 0.522 5.664 -0.051  0.001
O: -4.423 -5.819 -5.061  0.001
O: -6.582 -2.183 -4.214  -0.001
C: 2.844 0.708 3.483  0.054
S: 1.795 1.232 2.174  0.318
C: 2.965 1.264 0.811  0.072
O: 0.835 0.102 1.840  0.566
H: 3.690 1.398 3.575  0.000
H: 3.197 -0.306 3.282  0.009
H: 2.277 0.730 4.420  0.001
H: 3.767 0.521 1.035  0.012
H: 2.474 0.988 -0.150  0.006
H: 3.396 2.283 0.752  -0.001

Values from the calculation:
* 2S+1: 5
* charge: +4
* molar mass: 602.4 g mol⁻¹
* expectation value of S²: 6.488
* E_LUMO (alpha / beta): -17.1 / -16.2 eV
* HOMO-LUMO gap (alpha / beta): 6.11 / 6.93 eV

---

No. 3
Here is the molecule C5H6Cl2N2O2 from OMol25. Energies are from ωB97M-V/def2-TZVPD.

Last column: natural (NBO) charge in e.
Element x y z (Å)
C: -0.457 -1.940 0.198  0.903
C: 0.596 0.298 -0.020  0.815
C: -1.846 0.137 -0.130  -0.181
C: 2.001 -1.782 -0.016  -0.413
C: -0.554 2.446 -0.001  -0.419
N: 0.572 -1.144 0.185  -0.517
N: -0.586 0.908 -0.037  -0.468
O: -0.986 -2.984 0.086  -0.450
O: 1.657 0.857 -0.128  -0.617
Cl: -2.834 0.367 -1.509  0.025
Cl: -2.688 0.354 1.410  -0.053
H: 1.904 -2.501 -0.800  0.219
H: 2.578 -0.872 -0.115  0.270
H: 2.265 -2.161 0.979  0.215
H: -0.924 2.898 0.923  0.217
H: 0.498 2.484 -0.205  0.246
H: -1.195 2.634 -0.819  0.208

Values from the calculation:
* energy above the lowest of the compared OMol25 structures with the same formula, charge and spin: 46.80 kcal per mole
* molar mass: 197.0 g mol⁻¹
* E_LUMO (alpha / beta): 0.0 / 0.0 eV
* HOMO-LUMO gap (alpha / beta): 7.89 / 7.89 eV

---

No. 4
Here is a structure of composition C5H6Cl2N3O2S from OMol25. Energies are from ωB97M-V/def2-TZVPD.

Last column: natural (NBO) charge in e.
Element x y z (Å)
C: -3.078 0.303 0.697  0.430
C: -1.714 -1.233 1.686  0.308
C: -0.827 0.174 -0.138  -0.067
C: -0.527 -0.549 1.169  -0.296
C: 2.220 -0.424 0.549  -0.751
N: -2.901 -0.694 1.529  -0.483
N: -2.162 0.696 -0.166  -0.499
N: -0.348 0.807 2.446  0.577
O: 0.587 0.607 3.117  -0.245
O: -1.176 1.642 2.362  -0.320
S: 0.982 -1.456 1.373  0.401
Cl: -1.583 -2.635 2.580  0.246
Cl: -0.652 -1.014 -1.532  -0.004
H: -4.049 0.784 0.702  0.246
H: -0.116 0.980 -0.341  0.266
H: 1.961 -0.263 -0.491  0.233
H: 3.137 -1.001 0.605  0.270
H: 2.355 0.507 1.089  0.235
H: -2.397 1.332 -0.920  0.453

Values from the calculation:
* energy above the lowest of the compared OMol25 structures with the same formula, charge and spin: 0.00 kcal per mole
* charge: +1
* molar mass: 243.1 g mol⁻¹
* E_LUMO: -6.2 eV
* HOMO-LUMO gap: 6.97 eV

---

No. 5
Here is a cluster of 2 separate species, C5H6Cl3N3 in total from OMol25. Energies are from ωB97M-V/def2-TZVPD.

Last column: natural (NBO) charge in e.
Element x y z (Å)
C: -0.156 -1.061 -0.200  0.097
C: 0.248 0.116 0.477  0.042
C: 0.035 -2.494 0.360  -0.644
C: 0.058 2.454 -0.362  -0.410
C: 3.943 -0.659 0.065  -0.157
N: -0.892 -0.661 -1.194  -0.272
N: -0.993 0.627 -1.268  -0.052
N: -0.275 1.118 -0.325  -0.175
Cl: 2.946 -0.597 -1.304  0.056
Cl: 5.342 0.198 -0.118  0.098
Cl: 1.214 0.346 1.909  0.048
H: -1.034 -2.794 0.674  0.236
H: 0.533 -3.204 -0.329  0.238
H: 0.650 -2.303 1.321  0.230
H: 1.225 2.689 -0.718  0.195
H: -0.521 3.060 -1.084  0.251
H: 0.109 2.818 0.636  0.219

Values from the calculation:
* energy above the lowest of the compared OMol25 structures with the same formula, charge and spin: 7.13 kcal per mole
* molar mass: 214.5 g mol⁻¹
* E_LUMO: -1.0 eV
* HOMO-LUMO gap: 8.16 eV

---

No. 6
Here is the molecule C5H6ClF from OMol25. Energies are from ωB97M-V/def2-TZVPD.

Last column: natural (NBO) charge in e.
Element x y z (Å)
F: -0.206 -2.170 -0.037  -0.330
C: -0.118 -0.831 0.034  0.340
C: 0.326 -0.235 -1.327  -0.235
C: 0.360 1.082 -1.442  -0.233
Cl: 0.876 1.818 -2.906  -0.003
C: -0.988 -0.124 0.986  -0.448
C: 0.481 -0.294 1.349  -0.469
H: 0.485 -0.984 -2.108  0.246
H: 0.058 1.901 -0.665  0.229
H: -1.624 -0.691 1.596  0.232
H: -1.322 0.911 0.724  0.218
H: 1.000 0.641 1.622  0.229
H: 0.671 -1.024 2.173  0.226

Values from the calculation:
* energy above the lowest of the compared OMol25 structures with the same formula, charge and spin: 28.27 kcal per mole
* molar mass: 120.6 g mol⁻¹
* E_LUMO: 1.0 eV
* HOMO-LUMO gap: 10.27 eV

---

No. 7
Here is the molecule C5H6ClN from OMol25. Energies are from ωB97M-V/def2-TZVPD.

Last column: natural (NBO) charge in e.
Element x y z (Å)
Cl: 0.967 -0.803 2.431  -0.089
C: -0.300 -0.087 1.291  -0.201
C: -0.805 -1.176 0.275  -0.176
C: -0.183 -1.116 -0.936  -0.189
C: 0.560 0.230 -1.030  -0.131
N: -0.384 1.377 -0.802  -0.586
C: 0.471 0.766 0.338  -0.120
H: -1.128 0.330 1.822  0.239
H: -1.519 -2.011 0.574  0.226
H: -0.491 -1.659 -1.830  0.225
H: 1.431 0.507 -1.713  0.223
H: 0.091 2.251 -1.161  0.352
H: 1.292 1.393 0.739  0.227

Values from the calculation:
* energy above the lowest of the compared OMol25 structures with the same formula, charge and spin: 45.76 kcal per mole
* molar mass: 115.6 g mol⁻¹
* E_LUMO: 0.9 eV
* HOMO-LUMO gap: 10.65 eV

---

No. 8
Here is the molecule C5H6ClNO from OMol25. Energies are from ωB97M-V/def2-TZVPD.

Last column: natural (NBO) charge in e.
Element x y z (Å)
C: -0.464 -2.047 0.221  -0.460
C: -0.527 -0.802 -0.171  0.243
C: 0.358 0.407 -0.418  -0.461
C: -0.389 1.668 0.366  -0.476
C: -1.880 1.244 -0.025  0.639
O: -2.831 2.020 0.048  -0.586
N: -2.046 -0.073 -0.316  -0.492
Cl: -3.471 -0.929 0.092  0.185
H: -1.360 -2.548 0.181  0.228
H: 0.448 -2.472 0.622  0.231
H: 1.331 0.275 -0.080  0.227
H: 0.358 0.566 -1.470  0.231
H: -0.311 2.750 0.033  0.251
H: -0.038 1.579 1.445  0.240

Values from the calculation:
* energy above the lowest of the compared OMol25 structures with the same formula, charge and spin: 69.32 kcal per mole
* molar mass: 131.6 g mol⁻¹
* E_LUMO: 0.4 eV
* HOMO-LUMO gap: 9.81 eV

---

No. 9
Here is the molecule C5H6ClNO2 from OMol25. Energies are from ωB97M-V/def2-TZVPD.

Last column: natural (NBO) charge in e.
Element x y z (Å)
C: -1.597 -0.093 0.431  0.210
C: 0.458 -0.124 -0.417  0.886
C: -2.023 -0.797 1.594  0.114
C: -1.949 1.241 0.051  -0.743
C: 2.884 -0.555 -0.494  -0.275
N: -0.557 -0.698 0.077  -0.548
O: 0.318 0.853 -1.146  -0.625
O: 1.571 -1.007 -0.172  -0.506
Cl: -3.140 -2.002 2.140  0.111
H: -3.019 1.303 0.099  0.227
H: -1.422 1.149 -0.948  0.313
H: -1.554 2.155 0.466  0.270
H: 3.073 0.530 -0.323  0.193
H: 3.276 -0.827 -1.483  0.184
H: 3.682 -1.130 0.126  0.190

Values from the calculation:
* energy above the lowest of the compared OMol25 structures with the same formula, charge and spin: 108.23 kcal per mole
* molar mass: 147.6 g mol⁻¹
* E_LUMO (alpha / beta): -1.1 / -1.1 eV
* HOMO-LUMO gap (alpha / beta): 7.79 / 7.79 eV

---

No. 10
Here is a cluster of 2 separate species, C5H6F2N4O in total from OMol25. Energies are from ωB97M-V/def2-TZVPD.

Last column: natural (NBO) charge in e.
Element x y z (Å)
C: -0.067 0.741 -0.518  -0.099
C: -1.064 0.306 0.362  0.131
C: 4.025 -1.575 0.107  0.866
C: -2.397 -0.246 0.022  -0.641
C: 2.278 1.392 -0.099  0.466
N: -0.644 0.458 1.607  -0.230
N: 0.561 0.992 1.518  -0.148
N: 0.959 1.165 0.248  -0.122
N: 5.167 -1.455 -0.204  -0.780
O: 2.994 -1.817 0.571  -0.524
F: 2.883 2.179 0.854  -0.371
F: 2.364 2.047 -1.298  -0.357
H: -0.025 0.772 -1.585  0.245
H: -2.844 0.321 -0.790  0.227
H: -2.304 -1.283 -0.296  0.233
H: -3.039 -0.206 0.897  0.240
H: 1.155 1.171 2.313  0.435
H: 5.666 -0.946 -0.900  0.427

Values from the calculation:
* energy above the lowest of the compared OMol25 structures with the same formula, charge and spin: 42.18 kcal per mole
* molar mass: 176.1 g mol⁻¹
* E_LUMO (alpha / beta): 0.3 / 0.3 eV
* HOMO-LUMO gap (alpha / beta): 7.63 / 7.62 eV

---

No. 11
Here is the molecule C5H6F2O2 from OMol25. Energies are from ωB97M-V/def2-TZVPD.

Last column: natural (NBO) charge in e.
Element x y z (Å)
C: -0.636 0.258 1.405  -0.625
C: 0.041 0.003 0.001  -0.252
C: -0.937 0.006 -1.146  -0.613
C: 0.668 -1.365 0.054  0.866
O: 1.465 -1.811 0.786  -0.505
F: 0.259 -2.154 -0.992  -0.350
C: 1.251 1.135 -0.209  0.904
O: 1.379 2.136 0.382  -0.507
F: 2.127 0.756 -1.169  -0.332
H: -1.568 -0.287 1.497  0.230
H: 0.040 -0.304 2.049  0.233
H: -0.446 1.388 1.505  0.261
H: -1.263 1.058 -1.284  0.217
H: -0.482 -0.251 -2.113  0.243
H: -1.898 -0.568 -0.766  0.232

Values from the calculation:
* energy above the lowest of the compared OMol25 structures with the same formula, charge and spin: 0.00 kcal per mole
* molar mass: 136.1 g mol⁻¹
* E_LUMO: 0.5 eV
* HOMO-LUMO gap: 12.13 eV

---

No. 12
Here is the molecule C5H6F2S from OMol25. Energies are from ωB97M-V/def2-TZVPD.

Last column: natural (NBO) charge in e.
Element x y z (Å)
C: 0.686 -0.777 1.297  -0.668
C: 0.114 -0.667 -0.082  0.275
F: 0.515 -1.764 -0.845  -0.367
C: 0.649 0.521 -0.898  -0.466
C: -0.752 1.222 -0.732  0.126
F: -0.653 1.915 0.506  -0.367
C: -1.394 -0.117 -0.422  -0.170
S: -2.771 -0.779 -0.026  0.226
H: 1.815 -0.853 1.436  0.247
H: 0.224 -1.879 1.648  0.229
H: 0.166 0.023 2.085  0.254
H: 1.029 0.123 -2.000  0.244
H: 1.551 1.023 -0.614  0.232
H: -1.177 2.008 -1.354  0.204

Values from the calculation:
* energy above the lowest of the compared OMol25 structures with the same formula, charge and spin: 61.25 kcal per mole
* molar mass: 136.2 g mol⁻¹
* E_LUMO: -1.0 eV
* HOMO-LUMO gap: 8.11 eV

---

E_tot
In order: -969.4844 -2932.3258 -1374.4059 -1827.0487 -1738.7946 -754.0965 -708.9913 -784.2113 -859.3323 -688.0122 -544.3253 -791.9209
Unit: hartree